## i
A molecular structure, H20O10. Source: OMol25; level of theory: ωB97M-V/def2-TZVPD.

As for the net charge: 0. For the molecular weight, the calculation gives 180.150 g mol⁻¹. The calculation puts the frontier orbital gap at 7.4325 eV. Its LUMO energy is -0.027 hartree. For the HOMO energy, the calculation gives -8.174 eV.

Each line ends with the Mulliken charge.
Element x y z (Å)
O1 -15.110 2.587 20.607  -0.54
H1 -15.130 3.390 20.086  0.25
H2 -16.024 2.306 20.650  0.55
O2 -16.328 1.367 18.899  -0.71
H3 -15.889 0.714 18.354  0.25
H4 -16.190 2.195 18.439  0.52
O3 -18.089 3.366 21.533  -0.72
H5 -17.951 2.493 21.165  0.37
H6 -19.034 3.422 21.671  0.15
O4 -17.584 1.675 20.595  -0.65
H7 -17.041 1.429 19.846  0.25
H8 -18.315 1.058 20.575  0.29
O5 -12.976 1.040 20.860  -0.72
H9 -13.925 0.995 20.743  0.62
H10 -12.734 0.176 21.193  0.30
O6 -16.925 5.324 20.536  -0.76
H11 -16.275 5.253 19.836  0.48
H12 -16.558 4.813 21.257  0.33
O7 -15.994 3.166 17.758  -0.65
H13 -15.327 3.697 17.322  0.25
H14 -16.400 3.762 18.389  0.42
O8 -13.635 2.681 22.202  -0.86
H15 -14.198 2.855 21.447  0.57
H16 -12.875 2.230 21.836  0.35
O9 -15.304 5.112 19.029  -0.65
H17 -14.784 5.734 19.538  0.30
H18 -14.702 4.786 18.360  0.24
O10 -15.100 -0.012 21.076  -0.70
H19 -15.842 -0.605 21.198  0.34
H20 -15.245 0.379 20.215  0.14


## ii
10 unconnected molecules or ions with the total composition H20O10. Source: OMol25; level of theory: ωB97M-V/def2-TZVPD.

As for the net charge: 0. For the molecular weight, the calculation gives 180.150 g mol⁻¹. The calculation puts the frontier orbital gap at 10.2339 eV. The SMILES is O.O.O.O.O.O.O.O.O.O. Its LUMO energy is 0.001 hartree. For the HOMO energy, the calculation gives -10.203 eV.

Each line ends with the Mulliken charge.
Element x y z (Å)
O1 0.765 -0.488 3.026  -0.62
H1 1.465 -0.456 3.601  0.27
H2 1.083 -0.347 2.156  0.29
O2 3.318 -0.747 -1.364  -0.67
H3 3.793 -1.495 -0.898  0.31
H4 2.497 -0.576 -0.799  0.42
O3 -1.403 -1.793 -0.766  -0.79
H5 -1.735 -2.417 -1.367  0.31
H6 -2.212 -1.141 -0.795  0.40
O4 0.457 1.996 -1.187  -0.79
H7 1.416 2.326 -1.085  0.36
H8 0.411 1.507 -2.033  0.35
O5 0.869 -0.287 -0.018  -0.56
H9 0.753 0.443 -0.627  0.39
H10 -0.008 -0.665 -0.207  0.29
O6 -1.581 0.803 2.037  -0.67
H11 -1.263 1.547 1.805  0.37
H12 -0.957 0.109 2.501  0.38
O7 0.374 0.476 -3.455  -0.55
H13 0.791 -0.356 -3.412  0.29
H14 0.067 0.633 -4.245  0.22
O8 -0.711 -3.560 1.201  -0.67
H15 -1.186 -3.083 0.429  0.41
H16 0.138 -3.220 1.701  0.30
O9 -0.072 2.842 1.508  -0.68
H17 0.056 2.708 0.477  0.40
H18 0.013 3.752 1.638  0.29
O10 -2.646 0.295 -0.046  -0.67
H19 -2.462 1.115 -0.379  0.27
H20 -2.034 0.067 0.609  0.35


## iii
10 unconnected molecules or ions with the total composition H20O10. Source: OMol25; level of theory: ωB97M-V/def2-TZVPD.

As for the net charge: 0. For the molecular weight, the calculation gives 180.150 g mol⁻¹. The calculation puts the frontier orbital gap at 10.3010 eV. The SMILES is O.O.O.O.O.O.O.O.O.O. Its LUMO energy is 0.007 hartree. For the HOMO energy, the calculation gives -10.114 eV.

Each line ends with the Mulliken charge.
Element x y z (Å)
H1 0.592 0.023 -0.105  0.28
H2 -0.667 0.889 -0.383  0.30
H3 0.114 -4.040 -3.324  0.32
H4 0.357 -3.249 -1.983  0.32
H5 -5.045 1.506 -1.402  0.30
H6 -5.740 1.239 -0.087  0.30
H7 0.993 -1.129 3.576  0.27
H8 0.497 -0.094 2.596  0.31
H9 4.496 2.008 1.477  0.29
H10 4.064 1.417 0.081  0.38
H11 2.991 -2.633 0.130  0.29
H12 2.961 -2.054 1.585  0.30
H13 -2.970 -1.182 3.424  0.28
H14 -2.697 -1.365 1.892  0.31
H15 4.491 2.134 -1.896  0.31
H16 3.020 2.194 -2.364  0.31
H17 -3.167 -1.535 -2.524  0.29
H18 -1.728 -1.767 -2.122  0.27
H19 -2.344 4.757 -0.260  0.31
H20 -1.144 4.327 -1.096  0.32
O1 -0.289 0.182 0.169  -0.60
O2 0.768 -3.873 -2.535  -0.64
O3 -4.924 1.053 -0.572  -0.60
O4 0.180 -0.622 3.436  -0.60
O5 4.773 1.836 0.620  -0.65
O6 2.656 -1.919 0.655  -0.58
O7 -2.256 -1.291 2.748  -0.59
O8 3.647 1.770 -1.758  -0.64
O9 -2.505 -1.269 -1.806  -0.56
O10 -1.933 3.951 -0.610  -0.62


iii is preferred energetically. Next in line: 4.5 kcal/mol higher.


## i
10 unconnected molecules or ions with the total composition H20O10. Source: OMol25; level of theory: ωB97M-V/def2-TZVPD.

As for the net charge: 0. For the molecular weight, the calculation gives 180.150 g mol⁻¹. The calculation puts the frontier orbital gap at 11.2995 eV. The SMILES is O.O.O.O.O.O.O.O.O.O. Its LUMO energy is 0.003 hartree. For the HOMO energy, the calculation gives -11.218 eV.

Each line ends with the Mulliken charge.
Element x y z (Å)
O1 -1.086 6.401 -3.127  -0.64
H1 -0.414 6.496 -2.452  0.32
H2 -1.138 7.265 -3.535  0.32
O2 -0.051 -4.034 4.168  -0.64
H3 0.749 -3.784 3.707  0.32
H4 -0.145 -4.971 3.996  0.32
O3 -4.341 -3.804 2.095  -0.63
H5 -4.229 -3.596 3.022  0.32
H6 -3.457 -3.763 1.730  0.32
O4 -5.357 -1.572 -2.215  -0.64
H7 -4.782 -0.879 -1.892  0.32
H8 -5.363 -2.225 -1.515  0.32
O5 4.057 -4.067 1.432  -0.64
H9 4.121 -5.021 1.377  0.32
H10 4.883 -3.794 1.830  0.32
O6 -1.539 0.460 5.696  -0.64
H11 -1.156 0.788 4.882  0.32
H12 -1.422 -0.489 5.651  0.32
O7 -1.615 1.774 -6.133  -0.64
H13 -1.714 2.440 -5.453  0.32
H14 -1.985 2.176 -6.919  0.32
O8 5.658 0.552 0.545  -0.63
H15 5.682 0.541 1.502  0.32
H16 5.022 1.234 0.330  0.31
O9 2.977 3.051 -2.638  -0.63
H17 2.308 2.912 -3.308  0.32
H18 3.486 3.796 -2.957  0.31
O10 -0.103 0.675 0.020  -0.64
H19 0.482 0.082 0.491  0.32
H20 0.474 1.354 -0.331  0.32


## ii
10 unconnected molecules or ions with the total composition H20O10. Source: OMol25; level of theory: ωB97M-V/def2-TZVPD.

As for the net charge: 0. For the molecular weight, the calculation gives 180.150 g mol⁻¹. The calculation puts the frontier orbital gap at 10.0624 eV. The SMILES is O.O.O.O.O.O.O.O.O.O. Its LUMO energy is -0.028 hartree. For the HOMO energy, the calculation gives -10.835 eV.

Each line ends with the Mulliken charge.
Element x y z (Å)
H1 0.508 -0.299 0.703  0.14
H2 1.435 -1.068 -0.225  0.50
H3 1.301 2.564 0.802  0.31
H4 2.120 1.530 1.557  0.36
H5 2.135 1.354 -1.970  0.26
H6 1.568 1.117 -0.580  0.19
H7 0.983 -2.797 0.276  0.32
H8 1.416 -4.203 -0.106  0.30
H9 -1.029 1.712 -3.570  0.29
H10 -0.621 0.256 -3.723  0.30
H11 -2.118 -1.337 -2.566  0.29
H12 -0.738 -1.844 -2.952  0.32
H13 1.472 -1.454 3.826  0.32
H14 0.910 -0.960 2.503  0.28
H15 -2.040 -0.702 2.883  0.31
H16 -2.219 -1.540 1.627  0.32
H17 -2.965 0.478 -2.007  0.28
H18 -2.491 1.635 -1.142  0.29
H19 -1.254 3.140 2.743  0.30
H20 0.224 2.794 2.668  0.32
O1 0.565 -0.653 -0.191  -0.70
O2 2.075 2.474 1.368  -0.61
O3 1.954 0.654 -1.332  -0.51
O4 1.557 -3.277 -0.332  -0.61
O5 -0.663 0.970 -3.077  -0.54
O6 -1.676 -1.994 -3.115  -0.63
O7 1.658 -1.435 2.880  -0.56
O8 -1.940 -1.600 2.548  -0.63
O9 -2.957 1.440 -1.964  -0.59
O10 -0.399 3.374 3.121  -0.61


i is preferred energetically. Next in line: 18.6 kcal/mol higher.


## i
C4H8OS2 in the gas phase. Source: OMol25; level of theory: ωB97M-V/def2-TZVPD.

As for the net charge: 0. For the molecular weight, the calculation gives 136.241 g mol⁻¹. The calculation puts the frontier orbital gap at 8.2196 eV. The SMILES is CSSCCC=O. Its LUMO energy is 0.023 hartree. For the HOMO energy, the calculation gives -7.603 eV.

Each line ends with the Mulliken charge.
Element x y z (Å)
C1 -1.508 -1.177 0.990  -0.39
C2 -0.943 -1.922 2.173  -0.03
O1 0.141 -1.781 2.653  -0.44
C3 -0.867 -1.360 -0.407  -0.58
S1 0.413 -0.202 -0.979  -0.09
S2 0.339 1.794 -0.581  -0.05
C4 1.546 2.310 -1.760  -0.79
H1 -1.661 -0.158 1.316  0.34
H2 -2.548 -1.524 0.806  0.29
H3 -1.745 -2.579 2.640  0.27
H4 -0.474 -2.365 -0.449  0.31
H5 -1.679 -1.169 -1.146  0.32
H6 2.206 1.536 -2.159  0.27
H7 1.010 2.850 -2.561  0.26
H8 2.264 2.920 -1.201  0.31


## ii
C4H8OS2 in the gas phase. Source: OMol25; level of theory: ωB97M-V/def2-TZVPD.

As for the net charge: 0. For the molecular weight, the calculation gives 136.241 g mol⁻¹. The calculation puts the frontier orbital gap at 9.4470 eV. The SMILES is SCC1(CS)CO1. Its LUMO energy is 0.029 hartree. For the HOMO energy, the calculation gives -8.664 eV.

Each line ends with the Mulliken charge.
Element x y z (Å)
C1 0.147 0.843 1.095  -0.85
C2 -0.059 -0.278 0.108  1.00
C3 0.971 -0.388 -1.004  -1.06
C4 -0.627 -1.524 0.608  -0.63
H1 -1.923 1.651 0.462  0.14
H2 1.169 1.133 1.121  0.39
H3 -0.093 0.410 2.080  0.35
H4 1.974 -0.568 -0.605  0.37
H5 0.822 -1.236 -1.651  0.45
H6 -0.109 1.113 -2.498  0.13
H7 -0.338 -2.402 0.055  0.28
H8 -0.840 -1.573 1.658  0.27
O1 -1.368 -0.691 -0.221  -0.43
S1 -0.862 2.381 0.825  -0.20
S2 1.134 1.129 -2.034  -0.21


## iii
2 unconnected molecules or ions with the total composition C4H8OS2. Source: OMol25; level of theory: ωB97M-V/def2-TZVPD.

As for the net charge: 0. For the molecular weight, the calculation gives 136.241 g mol⁻¹. The calculation puts the frontier orbital gap at 9.6651 eV. The SMILES is C=C(S)S.CC=O. Its LUMO energy is 0.022 hartree. For the HOMO energy, the calculation gives -9.079 eV.

Each line ends with the Mulliken charge.
Element x y z (Å)
C1 2.267 -0.031 1.733  -0.65
C2 -2.104 1.060 0.368  0.11
C3 1.807 -0.169 0.522  0.38
C4 -2.332 1.361 -1.105  -0.73
O1 -2.220 -0.036 0.850  -0.46
S1 1.135 1.312 -0.205  -0.30
S2 1.426 -1.528 -0.467  -0.18
H1 2.438 -0.874 2.338  0.24
H2 2.390 1.012 2.101  0.25
H3 -1.734 1.961 0.935  0.35
H4 -2.917 0.498 -1.636  0.26
H5 -1.376 1.478 -1.621  0.19
H6 -2.927 2.266 -1.389  0.31
H7 1.866 1.069 -1.424  0.15
H8 1.347 -2.480 0.484  0.12


ii is preferred energetically. Next in line: 3.0 kcal/mol higher.


## i
2 unconnected molecules or ions with the total composition C4H12O. Source: OMol25; level of theory: ωB97M-V/def2-TZVPD.

As for the net charge: 0. For the molecular weight, the calculation gives 76.139 g mol⁻¹. The calculation puts the frontier orbital gap at 11.4915 eV. The SMILES is CCCC.O. Its LUMO energy is 0.031 hartree. For the HOMO energy, the calculation gives -10.643 eV.

Each line ends with the Mulliken charge.
Element x y z (Å)
C1 1.140 0.560 -0.414  -1.10
C2 0.212 -2.294 -0.617  -1.08
C3 -0.734 -1.142 -0.201  -0.49
C4 0.091 -0.028 0.508  -0.41
H1 2.029 -0.073 -0.483  0.33
H2 0.774 0.684 -1.432  0.30
H3 1.493 1.548 -0.111  0.32
H4 1.150 -2.263 -0.076  0.30
H5 -0.301 -3.256 -0.594  0.34
H6 0.395 -2.160 -1.669  0.26
H7 -1.283 -0.709 -1.032  0.37
H8 -1.388 -1.494 0.600  0.30
H9 0.566 -0.403 1.408  0.34
H10 -0.680 0.652 0.870  0.22
H11 -0.553 3.746 1.507  0.31
H12 -1.920 3.265 0.994  0.31
O1 -0.991 3.367 0.744  -0.63


## ii
2 unconnected molecules or ions with the total composition C4H12O. Source: OMol25; level of theory: ωB97M-V/def2-TZVPD.

As for the net charge: 0. For the molecular weight, the calculation gives 76.139 g mol⁻¹. The calculation puts the frontier orbital gap at 11.3503 eV. The SMILES is CCO.CC. Its LUMO energy is 0.038 hartree. For the HOMO energy, the calculation gives -10.330 eV.

Each line ends with the Mulliken charge.
Element x y z (Å)
C1 0.644 -0.646 1.546  -0.15
C2 -0.197 0.386 2.267  -1.04
O1 -0.142 -1.561 0.753  -0.56
H1 1.348 -0.124 0.888  0.23
H2 1.161 -1.373 2.182  0.31
H3 -1.024 -0.091 2.786  0.30
H4 -0.790 -1.023 0.320  0.28
H5 -0.523 1.127 1.543  0.28
H6 0.343 0.847 3.108  0.34
C3 0.007 1.560 -2.101  -0.80
C4 -0.200 0.082 -2.276  -0.77
H7 -0.969 2.039 -2.180  0.24
H8 0.551 1.790 -1.170  0.22
H9 0.624 2.127 -2.804  0.33
H10 0.133 -0.400 -3.208  0.32
H11 -1.281 -0.097 -2.409  0.29
H12 0.067 -0.566 -1.449  0.17


i is preferred energetically. Next in line: 13.8 kcal/mol higher.